No. 1
12
Properties=species:S:1:pos:R:3:nbo_charge:R:1 method="wB97M-V/def2-TZVPD" homo_lumo_gap_ha="0.2632 / 0.2632" multiplicity=1 e_above_lowest_kj_mol=517.2 e_homo_ev="-7.54 / -7.54"
H -1.31 1.33 1.04 0.213
H -1.35 -0.50 -1.28 0.229
H -0.08 -0.02 -2.36 0.238
C -0.57 0.19 -1.38 -0.700
C -0.53 0.60 1.22 -0.693
N 1.56 -1.66 0.71 0.117
I 2.24 0.47 -0.05 0.289
H -1.00 1.23 -1.39 0.214
H -0.83 -0.32 1.90 0.233
C 0.14 0.04 -0.07 -0.090
H 0.09 1.24 1.67 0.221
O 1.65 -2.61 -0.02 -0.272

No. 2
15
Properties=species:S:1:pos:R:3:nbo_charge:R:1 method="wB97M-V/def2-TZVPD" homo_lumo_gap_ha=0.3342 multiplicity=1 e_above_lowest_kj_mol=129.1 e_homo_ev=-13.00 total_charge=+1
C -0.02 -0.39 -0.41 0.267
H -0.45 -2.38 0.03 0.434
S 2.73 0.79 -0.16 -0.063
C -0.35 0.75 -1.28 -0.716
S 1.60 -0.90 -0.20 0.274
H -0.49 0.45 -2.29 0.275
N -0.81 -1.48 -0.33 -0.781
H -0.59 1.35 1.86 0.403
H -1.28 1.24 -0.85 0.254
H -0.42 -0.05 2.42 0.396
H -1.61 -1.48 -0.96 0.422
H 0.36 1.57 -1.37 0.270
H -1.61 0.04 1.36 0.388
N -0.64 0.33 1.53 -0.985
H 3.56 0.17 0.65 0.163

No. 3
20
Properties=species:S:1:pos:R:3:nbo_charge:R:1 method="wB97M-V/def2-TZVPD" homo_lumo_gap_ha=0.2219 multiplicity=1 e_above_lowest_kj_mol=733.1 e_homo_ev=-15.46 total_charge=+1
C 2.28 -0.20 1.28 -0.616
H 1.86 -1.57 -0.56 0.222
C 1.36 0.41 -0.97 -0.422
H -7.28 -1.98 2.56 0.002
N -0.38 -0.77 0.03 0.072
H 2.97 -0.77 1.98 0.265
H 3.20 -0.70 -0.73 0.248
H -1.25 -1.01 0.53 0.386
H -2.02 1.31 -0.89 0.261
C 2.25 -0.59 -0.22 -0.423
C -0.07 0.50 -0.39 -0.263
H 1.20 -0.01 1.60 0.171
H 1.85 1.33 -1.30 0.252
H 0.13 1.28 0.40 0.435
H -7.25 -1.27 2.85 -0.002
H 2.73 0.78 1.33 0.230
C -1.02 1.06 -1.34 -0.624
H 1.23 -0.10 -1.95 0.249
H -0.73 1.96 -1.95 0.301
H -1.06 0.33 -2.28 0.257

No. 4
12
Properties=species:S:1:pos:R:3:nbo_charge:R:1 method="wB97M-V/def2-TZVPD" homo_lumo_gap_ha=0.3265 multiplicity=1 e_above_lowest_kj_mol=716.4 e_homo_ev=-9.76
N 0.30 0.90 -0.44 -0.194
N 2.10 0.22 0.62 -0.045
C 1.23 -0.55 0.99 -0.062
H -1.42 0.68 -1.64 0.391
C 0.12 -0.23 0.22 0.235
O 1.67 1.28 -0.11 -0.148
H -1.31 -1.32 1.63 0.390
H 1.32 -1.27 1.69 0.219
C -2.05 -0.63 -0.42 0.319
N -2.20 0.17 -1.28 -0.635
H -3.16 -1.09 0.21 0.113
N -0.85 -1.11 0.27 -0.583

No. 5
8
Properties=species:S:1:pos:R:3:nbo_charge:R:1 method="wB97M-V/def2-TZVPD" homo_lumo_gap_ha="0.3211 / 0.2897" multiplicity=1 e_above_lowest_kj_mol=740.6 e_homo_ev="-10.90 / -10.46"
H 0.98 1.03 -0.85 0.206
H 0.06 0.14 0.68 0.163
C 0.48 0.25 -0.41 -0.247
C 0.06 -0.66 -1.22 -0.384
H -0.49 -1.41 -0.78 0.205
C -0.45 0.62 1.92 -0.275
H 0.21 -0.46 -2.37 0.225
C -0.85 0.49 3.02 0.107

No. 6
16
Properties=species:S:1:pos:R:3:nbo_charge:R:1 method="wB97M-V/def2-TZVPD" homo_lumo_gap_ha=0.2340 multiplicity=1 e_above_lowest_kj_mol=122.2 e_homo_ev=-2.34 total_charge=-1
C 1.91 1.46 0.67 -0.640
H 2.24 2.41 1.08 0.177
H -0.30 -3.24 -0.29 0.355
H -2.73 -0.73 0.56 0.164
H -1.65 0.58 -0.37 0.297
H -1.31 -2.83 0.94 0.363
C -1.94 -0.45 -0.13 -0.507
H 1.18 2.31 -1.15 0.069
O -0.36 2.03 0.19 -0.950
N -1.14 -2.75 -0.05 -0.856
H 2.79 0.87 0.34 0.154
C -1.19 -1.45 -0.61 -0.036
H 0.71 0.60 -0.90 0.062
H 1.50 0.89 1.52 0.187
C 0.78 1.60 -0.38 -0.017
H -0.48 -1.31 -1.41 0.177

No. 7
28
Properties=species:S:1:pos:R:3:nbo_charge:R:1 method="wB97M-V/def2-TZVPD" homo_lumo_gap_ha=0.3653 multiplicity=1 smiles=CC(C)CNC(C)C.O e_above_lowest_kj_mol=222.9 e_homo_ev=-9.06
H 0.07 1.25 3.15 0.229
H 1.31 1.13 -0.18 0.361
H -2.00 2.06 0.14 0.212
H -1.24 -0.50 0.04 0.188
H 1.03 -1.67 -0.21 0.228
H -0.16 -3.38 -1.98 0.216
O 1.67 -1.72 1.72 -0.933
H -0.98 3.35 -0.45 0.213
C -0.56 -2.50 -1.45 -0.603
C 0.41 -1.36 -1.14 -0.265
H -1.51 -2.23 -2.11 0.197
H 0.88 2.40 1.27 0.187
H -0.85 0.47 -1.50 0.175
C 1.41 -0.90 -2.17 -0.598
C -0.37 -0.12 -0.64 -0.214
C -0.67 1.20 2.26 -0.630
H 2.11 -1.68 -2.31 0.214
C -0.11 1.84 1.04 -0.049
C -1.22 2.79 0.54 -0.640
H 1.76 -0.96 1.14 0.481
H 0.86 -0.61 -3.14 0.206
H 0.77 -1.71 1.96 0.462
N 0.44 0.68 0.26 -0.678
H -0.92 -2.90 -0.58 0.207
H -0.94 0.12 2.13 0.208
H -1.70 1.61 2.44 0.206
H 1.96 -0.05 -1.64 0.195
H -1.42 3.38 1.42 0.226

No. 8
10
Properties=species:S:1:pos:R:3:nbo_charge:R:1 method="wB97M-V/def2-TZVPD" homo_lumo_gap_ha=0.4398 multiplicity=1 smiles="O=CO.C" e_above_lowest_kj_mol=6.7 e_homo_ev=-11.11
C 1.68 2.55 1.46 0.644
H -2.38 -7.17 -3.50 0.214
H 2.70 2.26 1.18 0.118
H -0.03 2.55 0.72 0.492
H -2.32 -5.47 -3.41 0.211
H -3.77 -6.17 -4.12 0.214
C -3.03 -6.30 -3.34 -0.852
O 0.88 2.52 0.38 -0.684
H -3.49 -6.30 -2.36 0.213
O 1.31 2.84 2.56 -0.570

No. 9
6
Properties=species:S:1:pos:R:3:nbo_charge:R:1 method="wB97M-V/def2-TZVPD" homo_lumo_gap_ha=0.3572 multiplicity=1 e_above_lowest_kj_mol=113.8 e_homo_ev=-9.96
Cl 1.98 -0.65 -0.46 -0.330
O -0.27 1.28 -0.37 -0.904
H -1.50 -1.60 0.78 0.435
H 0.38 1.97 -0.74 0.519
N -0.80 -1.04 0.19 -1.096
S 0.20 0.03 0.60 1.376

No. 10
8
Properties=species:S:1:pos:R:3:nbo_charge:R:1 method="wB97M-V/def2-TZVPD" homo_lumo_gap_ha=0.3955 multiplicity=1 e_above_lowest_kj_mol=107.0 e_homo_ev=-10.21
O 0.51 -1.12 0.44 -0.686
H -1.81 -0.39 -0.05 0.512
C 1.25 -0.16 0.62 0.641
H 2.25 -0.14 0.93 0.129
O 0.77 1.02 0.17 -0.745
H -0.37 0.75 -0.24 0.492
H -1.07 -0.25 -1.22 0.495
O -1.53 0.30 -0.66 -0.838

Q: What is the multiplicity in the seventh record?
A: 1

Q: What is the multiplicity in the second record?
A: 1